Cl2HN3 | the ωB97M-V functional and the def2-TZVPD basis

Positions of all 6 atoms, in Å:
1 Cl -0.32544 2.60286 -0.62475
2 N 0.38199 1.13061 -0.72147
3 N -0.39143 0.35909 0.20176
4 N -0.06003 -0.87661 0.10872
5 Cl -0.45036 -2.02665 1.35947
6 H 0.84528 -1.18930 -0.32372

Values from the calculation:
Gap between HOMO and LUMO (spin up / spin down) in eV: 8.54 / 8.54
Relative energy (zero: lowest compared OMol25 entry of this formula, charge and spin) in eV: 0.660
DFT total energy in eV: -29526.7223
Charge: 0
SMILES: Cl/N=N/NCl